[1]
Density functional theory data (ωB97M-V/def2-TZVPD) for a molecular structure, C33H30Cl2F5NO3Si2Zr in a non-equilibrium geometry.

Geometry as XYZ:
```
77
C33H30Cl2F5NO3Si2Zr | OMol25 | ωB97M-V/def2-TZVPD
Zr 0.39 0.04 -1.61
C 2.69 0.57 -0.42
Si 1.28 1.79 0.39
C 1.45 3.47 1.30
C 1.41 2.73 -1.42
C -0.56 1.11 0.12
C -1.35 1.93 -0.79
C -2.30 2.91 -0.46
C -2.93 3.62 -1.45
C -2.60 3.38 -2.79
C -1.67 2.41 -3.06
N -1.08 1.69 -2.10
Si -1.61 0.39 1.51
C -1.13 -1.21 2.42
C -3.27 -0.08 0.69
C -1.89 1.67 2.89
H 3.61 1.16 -0.47
H 2.51 0.24 -1.47
H 2.90 -0.30 0.19
H 2.44 3.91 1.14
H 1.33 3.34 2.38
H 0.71 4.20 0.95
H 2.40 3.20 -1.48
H 0.68 3.53 -1.56
H 1.35 2.08 -2.32
H -2.50 3.10 0.59
H -3.67 4.38 -1.20
H -3.05 3.94 -3.59
H -1.35 2.22 -4.07
H -0.61 -1.92 1.78
H -2.04 -1.70 2.77
H -0.50 -1.00 3.28
H -3.19 -1.06 0.21
H -3.59 0.64 -0.07
H -4.07 -0.15 1.43
H -1.00 2.29 3.01
H -2.08 1.17 3.85
H -2.74 2.33 2.69
Cl 3.87 -6.71 -1.32
C 3.05 -5.23 -1.66
C 2.91 -4.82 -3.00
C 2.30 -3.64 -3.30
Cl 2.09 -3.11 -4.93
C 1.79 -2.78 -2.28
O 1.26 -1.65 -2.56
C 1.89 -3.25 -0.94
C 1.31 -2.47 0.08
O 0.69 -1.40 -0.09
C 2.54 -4.48 -0.64
H 3.27 -5.45 -3.79
H 1.39 -2.84 1.11
H 2.60 -4.81 0.39
F -4.79 0.14 -4.87
C -3.49 -0.16 -4.80
C -2.53 0.38 -5.60
F -2.72 1.51 -6.28
C -1.26 -0.31 -5.54
F -1.48 -1.66 -5.86
C -0.71 -0.30 -4.17
O 0.31 0.29 -3.72
C -1.66 -1.00 -3.37
F -1.38 -1.13 -1.95
C -3.01 -0.85 -3.65
F -3.89 -1.27 -2.76
C 1.46 0.82 2.06
C 1.58 0.41 3.19
C 1.64 -0.05 4.55
C 2.20 -1.29 4.87
C 2.22 -1.72 6.19
C 1.68 -0.93 7.20
C 1.11 0.30 6.88
C 1.09 0.73 5.57
H 2.62 -1.90 4.09
H 2.66 -2.68 6.44
H 1.70 -1.27 8.22
H 0.68 0.91 7.66
H 0.65 1.69 5.31
```

Properties
ΔE to the lowest compared entry with this formula, charge and spin ... 0.009 eV
Kohn-Sham gap ... 0.2439 hartree
Total energy ... -98004.777 eV
E_HOMO ... -0.300 Eh

Here are the Mulliken charges for atoms 1 to 2, given in e: Zr -0.835; C -1.401

[2]
Density functional theory data (ωB97M-V/def2-TZVPD) for a single C3H6ClNOS molecule in a non-equilibrium geometry.

Geometry as XYZ:
```
13
C3H6ClNOS | OMol25 | ωB97M-V/def2-TZVPD
N -1.50 0.61 -0.68
C -1.55 -0.55 0.00
S -2.83 -1.55 -0.07
O -0.43 -0.90 0.65
C 0.60 0.05 0.89
C 1.60 0.08 -0.21
Cl 2.29 -1.58 -0.34
H -0.72 1.31 -0.58
H -2.29 0.78 -1.29
H 1.11 -0.32 1.78
H 0.22 1.07 1.05
H 2.40 0.75 0.00
H 1.09 0.26 -1.20
```

Properties
ΔE to the lowest compared entry with this formula, charge and spin ... 0.257 eV
Kohn-Sham gap ... 0.3316 hartree
Total energy ... -30103.210 eV
SMILES string ... NC(=S)OCCCl
E_HOMO ... -0.316 Eh

Here are the natural (NBO) charges for atoms 1 to 2, given in e: N -0.833; C 0.369

[3]
Density functional theory data (ωB97M-V/def2-TZVPD) for a single C5H6O molecule in a non-equilibrium geometry.

Geometry as XYZ:
```
12
C5H6O | OMol25 | ωB97M-V/def2-TZVPD
C 1.16 -1.28 0.79
C 0.26 -0.22 0.26
C -0.85 -0.29 -0.55
C -1.30 1.04 -0.64
C -0.43 1.90 0.03
O 0.54 1.05 0.58
H 0.82 -2.27 0.48
H 1.17 -1.24 1.89
H 2.18 -1.13 0.44
H -1.24 -1.16 -1.05
H -2.13 1.46 -1.19
H -0.22 2.12 -1.08
```

Properties
ΔE to the lowest compared entry with this formula, charge and spin ... 2.526 eV
Kohn-Sham gap ... 0.3523 hartree
Total energy ... -7326.759 eV
SMILES string ... Cc1ccco1
E_HOMO ... -0.317 Eh

Here are the natural (NBO) charges for atoms 1 to 2, given in e: C -0.666; C 0.390

[4]
Density functional theory data (ωB97M-V/def2-TZVPD) for a molecular structure, C27H35B2Br2CaCl7CsF6LiN3O15P in a non-equilibrium geometry.

Geometry as XYZ:
```
101
C27H35B2Br2CaCl7CsF6LiN3O15P | OMol25 | ωB97M-V/def2-TZVPD
C -4.41 -0.47 -2.18
C -4.15 -0.19 -3.70
C -2.74 -0.60 -4.12
O -2.56 -1.79 -4.38
O -1.66 0.20 -4.19
C -1.98 1.60 -4.23
C -2.14 2.30 -2.82
C -0.87 2.29 -1.98
C -0.28 3.51 -1.67
C 0.86 3.52 -0.86
C 1.46 4.80 -0.50
C 2.54 4.80 0.27
N 3.14 3.63 0.71
C 4.37 3.77 1.52
C 4.16 3.55 3.06
C 2.70 3.49 3.52
Br 5.20 1.96 3.61
C 2.66 2.43 0.42
N 3.22 1.26 0.85
C 1.45 2.35 -0.38
C 0.86 1.12 -0.69
C -0.29 1.13 -1.45
O -0.87 -0.10 -1.68
B -1.54 -0.48 -0.48
O -1.30 -1.70 0.04
O -2.38 0.46 0.08
H -4.23 0.40 -1.55
H -5.46 -0.75 -2.05
H -3.78 -1.31 -1.87
H -4.44 0.83 -4.00
H -4.83 -0.86 -4.24
H -2.87 1.77 -4.94
H -1.09 2.12 -4.74
H -2.41 3.38 -3.00
H -2.97 1.88 -2.23
H -0.75 4.41 -2.06
H 0.99 5.72 -0.85
H 2.98 5.74 0.58
H 5.15 3.11 1.12
H 4.73 4.79 1.38
H 4.63 4.40 3.56
H 2.71 3.21 4.58
H 2.26 4.50 3.48
H 2.09 2.73 3.01
H 3.28 0.62 0.05
H 4.18 1.36 1.18
H 1.23 0.16 -0.34
H -0.58 -1.53 0.67
H -2.79 0.02 0.84
F -0.95 -6.66 0.36
P -1.02 -5.55 -0.86
F -1.96 -4.99 -2.11
F 0.24 -5.14 -1.83
F -2.32 -4.93 -0.09
F -1.02 -6.98 -1.67
F -0.18 -4.58 0.13
B -0.77 -0.74 4.74
O -1.98 0.10 4.79
C -2.83 -0.47 5.61
O -3.93 -0.02 5.86
C -2.22 -1.74 6.16
O -2.74 -2.49 6.93
O -1.00 -1.88 5.63
O -0.52 -1.18 3.35
C 0.66 -0.73 2.99
O 1.14 -0.90 1.90
C 1.28 0.04 4.14
O 2.35 0.59 4.12
O 0.43 0.03 5.16
C 3.94 -4.70 0.15
C 2.84 -5.71 -0.03
O 1.76 -5.44 -0.48
N 3.09 -7.03 0.35
C 4.28 -7.59 0.90
H 3.59 -3.73 -0.19
H 4.22 -4.62 1.20
H 4.82 -4.98 -0.45
H 2.30 -7.64 0.19
H 4.64 -8.39 0.25
H 4.02 -8.02 1.90
H 5.06 -6.84 1.03
Li 4.54 -9.56 2.99
Cs -2.38 3.50 -5.86
C -3.65 3.02 0.84
Cl -2.59 4.42 1.05
Cl -3.94 2.21 2.37
Cl -5.18 3.51 0.08
H -3.16 2.32 0.17
Br -6.13 -0.22 6.03
Ca -1.89 -3.52 -5.47
C -7.77 2.31 -4.00
O -6.50 2.98 -3.98
H -8.22 2.46 -4.97
H -7.63 1.24 -3.82
H -8.42 2.72 -3.23
H -6.12 2.83 -3.11
C 7.68 2.63 -1.32
Cl 7.97 2.39 -3.04
Cl 6.06 3.33 -1.08
Cl 7.77 1.08 -0.48
Cl 8.89 3.73 -0.66
```

Properties
Kohn-Sham gap ... 0.0401 hartree
Total energy ... -337619.465 eV
Total charge ... +2
E_HOMO ... -0.285 Eh

Here are the Mulliken charges for atoms 1 to 2, given in e: C -0.708; C -0.166

[5]
Density functional theory data (ωB97M-V/def2-TZVPD) for a single C7H14N2O5 molecule in a non-equilibrium geometry.

Geometry as XYZ:
```
28
C7H14N2O5 | OMol25 | ωB97M-V/def2-TZVPD
C 1.02 -3.10 1.80
C 0.52 -2.41 0.53
O -0.82 -2.74 0.22
C 0.69 -0.87 0.60
N -0.07 -0.28 -0.49
C -0.33 1.07 -0.44
O 0.24 1.82 0.33
C -1.39 1.54 -1.45
N -2.47 0.57 -1.49
C -1.84 2.95 -1.06
O -2.41 2.96 0.22
C 2.18 -0.52 0.52
O 2.91 -0.61 1.45
O 2.62 -0.20 -0.71
H 2.05 -2.83 2.01
H 0.95 -4.20 1.68
H 0.39 -2.80 2.63
H 1.11 -2.77 -0.33
H -1.36 -2.62 1.04
H 0.36 -0.51 1.56
H -0.81 -0.83 -0.89
H -0.88 1.58 -2.42
H -3.03 0.68 -2.32
H -3.10 0.75 -0.70
H -0.99 3.65 -1.14
H -2.62 3.28 -1.78
H -1.66 2.87 0.80
H 1.86 -0.16 -1.31
```

Properties
ΔE to the lowest compared entry with this formula, charge and spin ... 0.000 eV
Kohn-Sham gap ... 0.3818 hartree
Total energy ... -20704.738 eV
SMILES string ... C[C@@H](O)[C@H](NC(=O)[C@@H](N)CO)C(=O)O
E_HOMO ... -0.364 Eh

Here are the natural (NBO) charges for atoms 1 to 2, given in e: C -0.639; C 0.106

[6]
Density functional theory data (ωB97M-V/def2-TZVPD) for 2 unconnected molecules or ions with the total composition C5H6N in a non-equilibrium geometry.

Geometry as XYZ:
```
12
C5H6N | OMol25 | ωB97M-V/def2-TZVPD
C 1.29 -1.73 -0.19
C 1.24 -0.85 0.84
C -0.74 1.58 0.35
C -1.58 1.51 -0.62
C -0.02 -1.22 0.22
N -0.30 0.66 -0.67
H 1.80 -2.50 -0.75
H 1.64 -0.41 1.63
H -0.22 1.80 1.28
H -2.42 1.62 -1.25
H -1.07 -1.42 0.54
H 0.36 0.98 -1.38
```

Properties
ΔE to the lowest compared entry with this formula, charge and spin ... 6.859 eV
Kohn-Sham gap ... 0.3644 hartree
Total energy ... -6758.319 eV
Total charge ... +1
E_HOMO ... -0.504 Eh

Here are the natural (NBO) charges for atoms 1 to 2, given in e: C -0.083; C -0.076